Formula: C27H25CuN6S4
Source: the Open Molecules 2025 dataset
Level of theory: ωB97M-V/def2-TZVPD

Structure (XYZ):
```
63
Properties=species:S:1:pos:R:3:forces:R:3
Cu -1.455189 1.428062 -0.219514 -0.4949 -0.6000 -0.5341
N -0.358702 3.989814 2.667027 0.0751 0.1670 -0.0721
C -0.923039 3.112805 3.577447 -0.0570 -0.1641 -0.0384
C -1.150311 3.192747 4.946161 -0.0159 0.0489 0.0038
C -1.714364 2.082168 5.543290 0.0264 0.0168 0.0074
C -2.043459 0.934533 4.805004 -0.0410 -0.0561 -0.0367
C -1.833891 0.867187 3.442636 -0.0508 0.0164 -0.0446
C -1.265967 1.979891 2.828093 0.0773 0.1314 0.1215
N -0.910055 2.185179 1.506956 0.0345 0.2450 0.5035
C -0.373045 3.379108 1.454203 0.0261 -0.2320 0.1666
C 0.207674 3.837646 0.201263 0.1062 -0.0095 -0.2152
C 0.997379 4.905340 -0.082278 0.0512 0.1303 0.0253
S 1.556891 4.803211 -1.694518 -0.0910 -0.1699 0.0267
C 0.682510 3.334198 -1.891639 0.1458 0.3104 -0.0067
N 0.020447 2.964943 -0.847617 -0.0794 0.0042 -0.0707
H 0.014331 4.899633 2.867287 0.0246 0.0250 0.0046
H -0.903483 4.078070 5.517553 0.0270 -0.0247 0.0082
H -1.902419 2.094642 6.608834 0.0002 0.0005 -0.0110
H -2.470243 0.083110 5.319511 -0.0057 0.0349 -0.0089
H -2.093793 -0.004978 2.855628 0.0278 0.0107 0.0426
H 1.297332 5.723805 0.553247 -0.0115 -0.0756 0.0211
H 0.728785 2.772531 -2.814618 -0.0377 0.0171 0.0739
S 4.110258 -5.026529 -1.253976 0.0842 -0.1255 -0.0109
C 3.652752 -3.469189 -0.907053 -0.1348 0.1825 0.0876
S 2.965862 -2.463839 -2.148756 -0.1990 0.4021 0.2643
C 2.662739 -1.139854 -0.979785 0.4422 -0.9933 -0.3184
N 3.101819 -1.472416 0.186087 -0.0031 0.2363 0.3500
N 3.663701 -2.741610 0.241372 0.0393 -0.0483 -0.2844
C 4.200108 -3.095739 1.521609 -0.0319 0.0714 0.1477
C 4.923821 -4.263547 1.752880 0.0202 -0.0077 -0.0418
C 5.410994 -4.534167 3.025293 -0.0176 0.0446 0.0420
C 5.196315 -3.660823 4.077141 0.0146 -0.0291 0.0258
C 4.488750 -2.490289 3.843006 0.0093 -0.0475 -0.0241
C 3.995215 -2.205197 2.582624 -0.0552 -0.0134 -0.1201
S 1.910422 0.308706 -1.426466 -0.3492 0.3299 -0.2102
H 5.112814 -4.961247 0.957610 -0.0413 0.0081 -0.0667
H 5.968019 -5.448444 3.188631 -0.0088 0.0051 -0.0366
H 5.575258 -3.888166 5.065997 0.0004 0.0177 -0.0241
H 4.317883 -1.789807 4.650836 -0.0178 0.0156 -0.0240
H 3.451376 -1.294655 2.392823 -0.0094 0.0101 0.0474
C -0.199304 -1.310743 -4.729280 0.3345 -0.1709 0.0606
N -1.519157 -0.780672 -4.311672 -0.0136 0.1058 0.0293
C -1.966775 0.322023 -5.201281 -0.0792 0.1014 -0.0958
C -1.523541 -0.347089 -2.873296 -0.0865 0.1050 0.4208
C -2.908773 -0.204240 -2.279230 -0.1729 -0.0168 -0.0962
C -4.026592 -0.796172 -2.871971 0.1307 0.0139 0.0740
C -5.269115 -0.741946 -2.254677 0.0502 -0.0110 -0.0886
C -5.378854 -0.082817 -1.044822 -0.0449 0.0000 0.0529
C -4.262372 0.525684 -0.483715 0.0518 0.1005 0.1858
C -2.984049 0.498772 -1.059345 0.3293 0.0638 -0.2605
H -0.218650 -1.569051 -5.786703 -0.0721 0.0759 0.0193
H 0.028577 -2.193667 -4.139514 -0.0095 -0.0408 0.0602
H 0.567626 -0.566683 -4.522753 -0.0513 0.0712 0.0250
H -2.195148 -1.539002 -4.376316 -0.0855 -0.0392 -0.0485
H -1.159606 1.047332 -5.273824 0.0338 -0.0376 0.0418
H -2.846948 0.794708 -4.775854 -0.0194 -0.0599 0.0681
H -2.196476 -0.070910 -6.189236 0.0499 -0.0458 0.0104
H -0.972345 0.591433 -2.815377 0.0225 0.0094 -0.0421
H -0.939539 -1.067583 -2.299582 0.0894 -0.0713 -0.1388
H -3.981175 -1.313180 -3.828599 0.0309 -0.0580 -0.0326
H -6.128791 -1.208752 -2.718503 0.0102 0.0018 0.0108
H -6.335153 -0.045689 -0.535376 0.0164 0.0498 -0.0187
H -4.399337 1.051408 0.457098 0.0061 -0.0325 -0.0079
```
Forces are in eV/Å.

net charge: 0
spin multiplicity: 1
lowest unoccupied orbital energy: -0.13 eV
calculated total energy: -125324.86332 eV

=====

Formula: C4H2N4O5
Source: the Open Molecules 2025 dataset
Level of theory: ωB97M-V/def2-TZVPD

Structure (XYZ):
```
15
Properties=species:S:1:pos:R:3:forces:R:3
C 1.765439 0.262266 1.274170 -5.6616 -1.9736 -1.9328
C -0.276398 2.407466 0.496916 -0.4262 -0.2596 -1.9668
C 0.431225 -0.152187 0.630466 1.3502 1.5667 -1.0901
C 0.111918 1.666340 -0.628502 0.0774 -1.3814 2.1929
N 2.745865 0.767657 1.484665 3.0822 1.2925 0.9780
N -0.766684 2.876947 1.402647 -0.7494 1.0654 2.1076
N 1.354546 2.040266 -1.206755 -0.2943 -1.1380 -1.2535
N -0.916340 1.173556 -1.534884 -0.4526 0.7781 -0.3003
O 1.658175 3.181539 -1.321204 0.5397 1.4252 0.2176
O 1.948865 1.068125 -1.606793 1.2734 -0.6346 -0.7078
O -1.793818 0.568633 -0.955995 -0.9284 -0.8230 0.5660
O -0.940138 1.404302 -2.716103 0.9999 0.1150 0.1716
O -0.662189 -0.218643 1.359102 1.7258 -0.0839 0.1583
H 0.540942 -0.685403 -0.346420 -0.0873 0.1035 1.2093
H -1.411210 -0.309840 0.753632 -0.4486 -0.0525 -0.3500
```
Forces are in eV/Å.

net charge: 0
spin multiplicity: 1
lowest unoccupied orbital energy (alpha / beta): -2.34 / -2.34 eV
calculated total energy: -20368.19841 eV

=====

Formula: CH5N3O3P
Source: the Open Molecules 2025 dataset
Level of theory: ωB97M-V/def2-TZVPD

Structure (XYZ):
```
13
Properties=species:S:1:pos:R:3:forces:R:3
C -0.742279 -0.113785 -0.749560 -2.1776 0.8210 2.0184
N 1.507127 -2.408132 0.863505 -0.9370 3.4505 -2.1101
N 0.214814 0.349456 -1.566750 0.6418 3.3187 2.5652
N 1.172156 -1.460360 0.182916 3.5239 -2.7344 1.4106
O -0.866495 -0.085795 2.021446 -0.9815 -0.4997 0.3725
O 0.385728 1.676305 0.945725 2.3389 1.1908 -0.4406
O -2.199478 1.685654 0.687187 0.6753 -0.5137 0.5188
P -0.883317 0.965693 0.802834 -3.7444 -0.4539 -2.2767
H 0.337739 -0.171169 -2.315315 1.0579 -2.0945 -4.6799
H 0.478368 1.343373 -1.512934 -0.0085 -1.0132 -0.1530
H 0.067553 -0.251934 1.961032 0.8624 -0.6609 0.7968
H 1.954982 -0.660663 -0.104214 -1.7659 -1.4851 1.0289
H -1.426897 -0.868644 -1.215872 0.5146 0.6744 0.9491
```
Forces are in eV/Å.

net charge: -1
spin multiplicity: 3
expectation value of S²: 2.01
lowest unoccupied orbital energy (alpha / beta): 3.98 / 3.26 eV
calculated total energy: -21019.38404 eV